Entry from the Open Molecules 2025 dataset: a molecular structure, C28H46BN6NiO (ωB97M-V/def2-TZVPD).

Values from the calculation:
**HOMO energy (spin up / spin down)**: -11.66 / -11.64 eV
**Electronic energy**: -82488.786 eV
**2S+1**: 3
**LUMO (spin up / spin down)**: -2.6 / -3.9 eV
**Total charge**: +1
**Relative energy (zero: lowest compared OMol25 entry of this formula, charge and spin)**: 0.000 eV
**Orbital gap (spin up / spin down)**: 9.05 / 7.78 eV

Atoms and positions in Å:
Ni  0.027  0.059  0.234
C  0.228  3.459  3.263
C  0.560  3.199  1.789
C  1.343  4.372  1.194
C  -0.686  2.939  0.985
C  -1.709  3.836  0.703
C  -2.617  3.165  -0.099
C  -3.921  3.823  -0.515
C  -4.910  3.829  0.660
C  -4.591  3.361  -1.801
N  -2.135  1.910  -0.304
N  -0.964  1.777  0.393
B  -2.552  0.674  -1.193
N  -1.401  0.357  -2.228
N  -0.157  0.187  -1.708
C  0.693  -0.078  -2.685
C  -0.014  -0.117  -3.886
C  -1.340  0.123  -3.561
C  -2.489  -0.007  -4.525
C  -3.326  1.257  -4.716
C  -3.367  -1.215  -4.187
C  2.159  -0.272  -2.413
C  2.467  -0.274  -0.917
C  2.980  0.801  -3.135
N  -2.684  -0.594  -0.297
N  -1.579  -1.142  0.288
C  -1.940  -2.317  0.804
C  -3.299  -2.530  0.557
C  -3.740  -1.417  -0.134
C  -5.130  -1.094  -0.613
C  -5.756  -0.029  0.294
C  -6.006  -2.342  -0.673
C  -1.018  -3.307  1.466
C  0.441  -3.194  1.015
C  -1.159  -3.298  2.994
H  1.141  3.572  3.852
H  -0.369  2.655  3.696
H  -0.349  4.382  3.355
H  1.205  2.322  1.718
H  0.749  5.287  1.238
H  1.604  4.189  0.150
H  2.264  4.540  1.758
H  -1.793  4.863  1.033
H  -3.629  4.861  -0.675
H  -5.242  2.819  0.904
H  -5.792  4.421  0.399
H  -4.460  4.263  1.555
H  -5.067  2.384  -1.690
H  -3.878  3.316  -2.624
H  -5.370  4.078  -2.072
H  -3.579  0.872  -1.758
H  0.372  -0.339  -4.872
H  -2.002  -0.220  -5.477
H  -4.029  1.379  -3.894
H  -3.905  1.177  -5.638
H  -2.702  2.153  -4.784
H  -3.903  -1.051  -3.249
H  -2.773  -2.128  -4.088
H  -4.108  -1.373  -4.975
H  2.445  -1.246  -2.808
H  2.221  0.699  -0.468
H  3.526  -0.442  -0.726
H  1.946  -1.094  -0.407
H  2.705  1.797  -2.776
H  2.803  0.770  -4.211
H  4.049  0.651  -2.962
H  -3.870  -3.405  0.833
H  -5.059  -0.677  -1.618
H  -5.862  -0.413  1.314
H  -6.746  0.259  -0.070
H  -5.127  0.862  0.332
H  -6.198  -2.733  0.331
H  -5.544  -3.132  -1.270
H  -6.970  -2.095  -1.123
H  -1.378  -4.276  1.122
H  0.934  -2.304  1.416
H  0.521  -3.174  -0.076
H  1.013  -4.047  1.380
H  -0.896  -2.329  3.419
H  -0.507  -4.054  3.441
H  -2.185  -3.520  3.288
O  0.240  -0.044  3.213
C  0.453  -0.055  2.126